No. 1
{"formula": "C4H8N2O2", "method": "wB97M-V/def2-TZVPD", "elements": ["H", "N", "C", "C", "C", "O", "C", "O", "N", "H", "H", "H", "H", "H", "H", "H"], "positions_angstrom": [[1.98973, -2.45586, 1.79324], [2.23333, -1.78003, 1.08303], [1.20008, -1.17751, 0.50976], [-0.03036, -0.60624, 1.16724], [-0.35765, 0.57119, 0.27339], [-1.31711, 0.23415, -0.65856], [-1.71634, 1.16666, -1.57048], [0.86161, 0.90638, -0.31284], [1.47513, -0.37220, -0.54809], [0.15691, -0.17909, 2.16180], [-0.79767, -1.36792, 1.31595], [-0.42861, 1.44779, 0.94502], [-0.95377, 1.07650, -2.36468], [-2.61923, 0.65388, -2.15411], [-2.14267, 1.96203, -1.00089], [2.44663, -0.07972, -0.63978]], "atomic_forces_ev_per_a": [[-0.42, 0.18, 0.40], [-2.09, 0.06, -2.26], [3.71, 0.21, 3.88], [-0.95, -0.97, 0.22], [0.04, 0.53, 0.71], [0.11, -2.12, 2.55], [-2.04, -2.59, -2.87], [0.37, -0.46, -0.61], [0.84, 1.30, -1.70], [0.59, -0.51, -0.27], [-0.31, 0.32, -0.34], [-1.54, 0.15, -0.66], [-0.10, 2.04, 0.24], [1.45, 1.09, 1.38], [0.37, 1.69, -0.62], [-0.02, -0.90, -0.07]], "lowdin_charge": [0.027, 0.117, -0.382, -0.028, -0.426, -0.124, -0.104, -0.046, 0.067, 0.131, 0.130, 0.168, 0.105, 0.128, 0.088, 0.150], "total_energy_ha": -417.0727, "fmax_ev_per_a": 5.4, "lumo_ev": 0.839, "smiles": "[H]/N=C1\\C[C@H](OC)ON1", "gap_ev": 9.96, "e_above_lowest_kcal_mol": 115.0}

No. 2
{"formula": "H3N2OS", "method": "wB97M-V/def2-TZVPD", "elements": ["N", "N", "O", "S", "H", "H", "H"], "positions_angstrom": [[1.40555, 0.08636, 0.19222], [0.73816, -0.69238, -0.37614], [1.36709, 1.25470, 0.46094], [-2.18763, 0.33608, 0.19569], [2.77652, -0.51752, 0.30949], [-1.00288, -0.31861, -0.08322], [-3.09680, -0.14862, -0.69897]], "atomic_forces_ev_per_a": [[2.46, -3.82, -2.03], [-1.30, -0.90, 0.15], [0.33, 3.03, 1.52], [-1.03, 0.44, 0.28], [-1.45, 1.48, 0.47], [0.18, -0.10, -0.64], [0.80, -0.13, 0.25]], "lowdin_charge": [-0.608, -0.080, -0.187, 0.342, 0.061, -0.267, -0.262], "total_energy_ha": -584.6090, "fmax_ev_per_a": 5.0, "lumo_ev": 3.877, "gap_ev": 6.67, "e_above_lowest_kcal_mol": 76.1, "charge": -1}

No. 3
{"formula": "C26H46O2P2W", "method": "wB97M-V/def2-TZVPD", "elements": ["W", "C", "C", "C", "C", "C", "C", "H", "H", "H", "C", "H", "H", "H", "C", "H", "H", "H", "C", "H", "H", "H", "C", "H", "H", "H", "C", "C", "C", "C", "C", "C", "C", "C", "H", "H", "H", "H", "H", "H", "H", "H", "H", "H", "H", "H", "P", "P", "C", "C", "H", "H", "H", "H", "C", "H", "H", "H", "C", "H", "H", "H", "C", "H", "H", "H", "C", "H", "H", "H", "C", "O", "C", "O", "H", "H", "H"], "positions_angstrom": [[0.07171, -0.42841, -0.27730], [-0.51793, -2.15267, 1.47121], [0.80397, -2.23139, 0.82444], [0.90638, -0.86911, 2.72819], [-0.44682, -1.21729, 2.54129], [1.68188, -1.42689, 1.68068], [-1.63416, -3.13837, 1.29482], [-1.60941, -3.66220, 0.32230], [-2.62766, -2.66419, 1.40716], [-1.57176, -3.91975, 2.07642], [-1.58015, -0.94940, 3.45197], [-2.52890, -0.89175, 2.90489], [-1.45632, -0.01603, 4.00183], [-1.69858, -1.75083, 4.19799], [1.44244, -0.16297, 3.91482], [1.31771, -0.76674, 4.83798], [0.91345, 0.78390, 4.09306], [2.51070, 0.07235, 3.82677], [3.16822, -1.48744, 1.67155], [3.54560, -2.22642, 2.40389], [3.62223, -0.52146, 1.95251], [3.57199, -1.77131, 0.68726], [1.26339, -3.40268, 0.00488], [1.58371, -4.21740, 0.66684], [2.12753, -3.16979, -0.62815], [0.47016, -3.79444, -0.64006], [-1.58566, 0.32961, -3.09271], [-1.84187, -1.08687, -2.99484], [-0.82211, -2.05947, -3.61713], [0.64655, -1.91562, -3.17067], [0.88982, -1.05749, -1.94777], [0.87524, 0.43173, -2.01910], [0.75312, 0.99964, -3.45812], [-0.63200, 0.86178, -4.07664], [-0.83906, -1.92886, -4.71239], [1.21232, -1.50692, -4.01655], [-1.17612, -3.08951, -3.44041], [-0.57411, 0.20342, -4.95994], [-2.47780, 0.97777, -3.03178], [-2.82027, -1.36852, -3.43308], [-0.93970, 1.85871, -4.42568], [1.05726, 2.05417, -3.43844], [1.84664, 0.92107, -1.76709], [1.49881, 0.46925, -4.07041], [1.01709, -2.93485, -2.96016], [1.72940, -1.43634, -1.29184], [-2.06519, 1.17143, -0.64452], [1.58638, 1.73366, 0.58196], [-0.96555, 2.63338, -0.91196], [0.48404, 2.94006, -0.32974], [-1.63240, 3.46275, -0.58747], [-0.87502, 2.68328, -2.01254], [1.12125, 3.30383, -1.15537], [0.42007, 3.77720, 0.39247], [2.22500, 2.68614, 2.00057], [2.98415, 2.07661, 2.52560], [1.45410, 2.98019, 2.71870], [2.73202, 3.59367, 1.61098], [3.29992, 1.50039, -0.14295], [3.58258, 2.36409, -0.76876], [3.41380, 0.56770, -0.71196], [4.00991, 1.42251, 0.70214], [-3.82152, 1.33750, -0.79069], [-4.29142, 0.47338, -0.30375], [-4.11377, 1.36168, -1.83831], [-4.13819, 2.25176, -0.28399], [-1.90913, -0.65100, -0.64477], [-0.75108, -1.81745, -0.72454], [-2.14810, -1.20674, -1.71511], [-2.51368, -1.03426, 0.18276], [-1.29779, 2.72880, 2.98920], [-0.42261, 1.68294, 2.45743], [-0.87452, 0.99221, 1.41000], [-2.14703, 1.30159, 1.11015], [-2.14672, 2.24825, 3.49302], [-1.64168, 3.40907, 2.18554], [-0.70476, 3.28537, 3.71343]], "atomic_forces_ev_per_a": [[-0.58, 0.94, 6.62], [0.44, -0.23, 0.06], [0.44, -0.05, 1.71], [0.94, -0.01, -0.09], [-0.28, -1.31, -1.04], [-0.77, -1.06, -0.28], [-0.34, -0.15, -0.14], [0.03, 0.32, 0.40], [0.41, -0.27, -0.03], [0.02, 0.36, -0.27], [-0.54, 0.13, 0.42], [0.12, -0.04, 0.08], [0.05, -0.09, 0.07], [0.11, 0.15, -0.22], [0.18, 0.37, 0.64], [0.04, 0.19, -0.50], [0.13, -0.29, 0.03], [-0.28, -0.16, -0.01], [0.66, 0.47, -0.29], [-0.34, 0.20, -0.30], [-0.14, -0.39, -0.11], [-0.15, 0.06, 0.31], [0.25, -0.50, 0.18], [-0.08, 0.09, -0.08], [-0.19, -0.05, 0.15], [0.13, 0.15, 0.11], [-2.24, -1.10, -1.56], [0.50, 1.28, -3.97], [-0.34, 0.02, 0.52], [0.11, -0.42, 0.33], [2.02, -0.68, -2.36], [2.35, 0.47, -1.67], [0.12, -0.02, 0.59], [0.83, 0.55, -0.37], [-0.34, -0.03, 0.26], [0.13, -0.25, 0.23], [0.15, 0.39, 0.00], [-0.18, 0.26, 0.25], [0.03, -0.45, 0.15], [-0.16, 0.21, 1.13], [-0.16, -0.41, -0.01], [-0.03, -0.17, 0.01], [-0.63, -0.72, 0.23], [-0.12, 0.35, 0.20], [0.07, 0.52, -0.21], [-0.11, 0.09, -0.89], [-0.95, -0.93, 1.36], [1.09, -1.27, -0.84], [0.24, 0.62, -0.87], [0.39, 0.49, 0.23], [0.25, -0.36, -0.22], [-0.17, 0.11, 0.50], [-0.54, -0.02, 0.17], [-0.24, -0.24, -0.48], [-0.03, 0.34, 0.54], [-0.45, 0.31, -0.26], [0.28, 0.01, -0.21], [-0.25, -0.47, 0.17], [0.03, 0.33, -0.26], [0.08, -0.39, 0.19], [-0.17, 0.38, 0.03], [-0.45, 0.26, -0.39], [-0.83, 1.33, -0.56], [0.37, 0.20, -0.08], [-0.24, 0.08, 0.06], [-0.24, -0.01, -0.19], [0.37, -0.10, 1.63], [0.50, -0.55, -0.43], [-0.41, 0.47, 0.63], [-0.07, 0.23, 0.03], [-0.37, 0.20, 0.24], [-1.27, -0.54, -1.47], [-0.93, 1.33, 0.83], [1.29, -0.12, -0.77], [0.19, 0.31, -0.23], [0.20, -0.51, 0.46], [0.05, -0.17, -0.08]], "lowdin_charge": [1.282, -0.272, -0.382, -0.213, -0.233, -0.215, -0.019, 0.096, 0.086, 0.119, 0.002, 0.097, 0.084, 0.124, -0.001, 0.121, 0.082, 0.084, -0.013, 0.122, 0.072, 0.093, -0.035, 0.112, 0.082, 0.087, -0.193, -0.185, -0.139, -0.150, -0.389, -0.383, -0.169, -0.180, 0.126, 0.113, 0.123, 0.129, 0.093, 0.160, 0.127, 0.110, 0.043, 0.119, 0.118, 0.094, 0.905, 0.912, -0.236, -0.299, 0.114, 0.086, 0.096, 0.089, -0.222, 0.056, 0.038, 0.084, -0.236, 0.069, 0.039, 0.050, -0.129, 0.091, 0.072, 0.080, -0.379, 0.116, 0.032, 0.066, 0.021, -0.188, -0.405, -0.184, 0.112, 0.111, 0.109], "spin_multiplicity": 3, "s_squared": 2.2484, "total_energy_ha": -1917.5679, "fmax_ev_per_a": 6.7, "lumo_ev": [-6.622, -7.621], "gap_ev": [6.22, 5.66], "e_above_lowest_kcal_mol": 47.1, "charge": 2}

No. 4
{"formula": "C4H11NO3", "method": "wB97M-V/def2-TZVPD", "elements": ["C", "N", "C", "O", "O", "C", "C", "H", "H", "H", "H", "H", "H", "H", "H", "H", "H", "H", "O"], "positions_angstrom": [[0.88114, -0.11706, -0.58788], [1.57972, 0.82049, 0.31977], [1.80130, 2.11354, -0.34274], [1.89528, 2.08004, -1.57935], [1.68633, 3.09967, 0.44224], [-0.60515, 0.20452, -0.79068], [-1.26526, -0.90419, -1.63901], [1.43096, -0.47993, -1.44942], [0.83542, -0.97225, 0.10166], [0.95708, 1.02233, 1.09193], [-1.02763, -0.98164, 1.28677], [-0.74943, 1.19971, -1.21618], [-1.00577, 0.25980, 0.23140], [-1.17573, -1.93879, -1.23808], [-2.30865, -0.74300, -1.91157], [-0.64995, -0.92709, -2.54421], [-0.57025, -0.73856, 2.74222], [-1.09161, -1.90023, 3.42597], [-0.61782, -1.09735, 3.65714]], "atomic_forces_ev_per_a": [[-0.30, -0.71, 2.57], [0.08, 0.24, -1.83], [-1.47, 0.92, 1.03], [0.58, -0.01, -0.22], [0.62, -0.61, -0.59], [0.24, -0.36, -0.55], [0.68, -0.10, -0.08], [0.11, 0.72, -0.21], [-0.04, -0.74, -0.39], [0.22, 0.00, 0.24], [-0.11, -0.12, -0.15], [0.03, -0.09, -0.22], [-0.36, 0.01, 0.01], [-0.03, 0.74, 0.22], [0.03, 0.16, 0.06], [-0.37, -0.05, -0.26], [0.36, 0.36, 0.66], [-0.13, -0.42, 0.49], [-0.15, 0.04, -0.78]], "lowdin_charge": [-0.281, 0.009, -0.800, -0.072, -0.115, -0.283, -0.129, 0.108, 0.078, 0.078, 0.205, 0.113, 0.037, 0.066, 0.055, 0.066, -0.042, 0.010, -0.103], "spin_multiplicity": 2, "s_squared": 0.7525, "total_energy_ha": -439.4256, "fmax_ev_per_a": 2.7, "lumo_ev": [3.569, 1.008], "gap_ev": [7.69, 5.12], "e_above_lowest_kcal_mol": 15.4, "charge": -1}